Density functional theory data (ωB97M-V/def2-TZVPD) for a 3-piece molecular cluster, C2H10O2S overall.

Summary:
HOMO level = -0.304 Eh
Structure (SMILES) = CSC.O.O
Charge = 0
Frontier orbital gap = 8.7 eV
LUMO level = 0.41 eV

Bonds (Å) are listed after each position.
Atoms and positions in Å:
1 C 0.60915 0.00556 1.32601  S2 1.820, H4 1.083, H5 1.087, H6 1.089
2 S 2.02726 -0.98007 0.75035  C1 1.820, C3 1.808
3 C 1.59405 -1.35039 -0.96597  S2 1.808, H7 1.086, H8 1.088, H9 1.089
4 H 0.81410 1.06855 1.34285  C1 1.083
5 H 0.38454 -0.34966 2.32900  C1 1.087
6 H -0.31980 -0.14907 0.77870  C1 1.089
7 H 2.48747 -1.44799 -1.57483  C3 1.086
8 H 0.98016 -2.24667 -1.02124  C3 1.088
9 H 1.00076 -0.54304 -1.39276  C3 1.089
10 O -1.53568 2.63752 -1.01776  H11 0.964, H12 0.953
11 H -1.91654 3.20212 -0.33554  O10 0.964
12 H -1.23859 3.21023 -1.71887  O10 0.953
13 O -3.61006 -0.06982 -0.33479  H14 0.989, H15 0.942
14 H -3.30070 0.83105 -0.60142  O13 0.989
15 H -3.61136 -0.48144 -1.18250  O13 0.942

Results of the natural (NBO) charge analysis, in e, for atoms 1 through 6: C -0.746; S 0.165; C -0.743; H 0.213; H 0.224; H 0.231